No. 1
The following is a quantum chemistry calculation of a molecular structure, C33H52BrF5GeMoN2OSi4Te, from the Open Molecules 2025 dataset.

As for the expectation value of S²: 3.8119. The calculation puts the strongest force on any atom at 0.19 eV Å⁻¹. The calculation puts the energy at -220898.7199 eV. The charge is +1. The calculation puts the frontier orbital gap (spin up / spin down) at 0.2452 / 0.2771 Eh. The HOMO energy (spin up / spin down) is -10.11 / -10.52 eV. As for the spin multiplicity: 4.

XYZ file:
```
101
Properties=species:S:1:pos:R:3:mulliken_spin:R:1
Mo -0.6464 -0.0683 0.6147 3.195
Br 0.1179 2.4370 0.5528 0.022
C -0.9116 2.8802 -1.0097 -0.037
C -0.6372 4.0617 -1.6286 0.007
C -1.4307 4.4427 -2.7256 -0.008
C -2.4604 3.6411 -3.1257 0.011
C -2.7317 2.4148 -2.4784 -0.009
C -3.7983 1.5841 -2.8989 0.047
C -4.0283 0.3958 -2.2819 -0.044
C -3.1916 -0.0260 -1.2231 -0.193
C -2.1341 0.7118 -0.7384 0.096
C -1.9305 1.9764 -1.3902 -0.173
H 0.1665 4.6976 -1.2827 0.000
H -1.2219 5.3734 -3.2343 -0.001
H -3.0872 3.9358 -3.9584 0.000
H -4.4256 1.9073 -3.7203 0.002
H -4.8435 -0.2404 -2.6111 0.000
H -4.2175 -1.6496 -1.0770 0.000
N -1.0228 -2.2249 0.3198 0.005
C -0.1466 -3.0451 1.1939 0.000
C 1.2699 -2.5106 1.1477 -0.001
N 1.2586 -1.0654 1.4912 -0.002
H -2.0079 -2.3778 0.5351 -0.006
H -0.9133 -2.5075 -0.6533 0.015
H -0.1644 -4.0955 0.8988 0.006
H -0.5446 -2.9719 2.2051 0.002
H 1.6861 -2.6119 0.1450 -0.009
H 1.9017 -3.0793 1.8310 0.004
H 2.1195 -0.6393 1.1563 0.015
H 1.2481 -0.9356 2.5001 -0.011
C -3.8574 -1.2869 5.2717 -0.008
Si -2.5789 -1.6987 3.9641 0.031
C -1.2045 -2.6399 4.8498 -0.003
C -3.4066 -2.8151 2.6805 0.009
Ge -1.7716 0.3043 2.9226 -0.058
Si -0.3182 1.3589 4.5195 0.037
C 1.4126 0.6071 4.5097 0.007
C -0.1404 3.1980 4.1853 0.004
C -1.0276 1.1381 6.2422 -0.010
Si -3.6697 1.7636 2.7126 0.035
C -3.3037 3.2655 1.6510 0.012
C -4.1601 2.3833 4.4170 -0.009
C -5.1077 0.8197 1.9621 -0.002
H -4.1684 -2.2068 5.7756 -0.001
H -4.7496 -0.8232 4.8474 0.000
H -3.4514 -0.6126 6.0274 0.001
H -1.5688 -3.6164 5.1820 0.000
H -0.9024 -2.0882 5.7419 0.000
H -0.3014 -2.8088 4.2586 0.001
H -2.7162 -3.5385 2.2382 -0.001
H -3.8683 -2.2245 1.8851 -0.002
H -4.2003 -3.3976 3.1553 0.001
H 1.9492 0.8287 3.5820 0.001
H 1.3899 -0.4768 4.6642 -0.002
H 2.0069 1.0294 5.3245 0.001
H 0.4089 3.4056 3.2644 -0.003
H 0.4074 3.6708 5.0054 0.001
H -1.1134 3.6885 4.1116 -0.001
H -1.0915 0.0892 6.5332 0.001
H -2.0284 1.5684 6.3135 0.001
H -0.3927 1.6472 6.9729 -0.001
H -2.4013 3.7871 1.9788 -0.003
H -4.1385 3.9682 1.7269 0.001
H -3.1851 3.0000 0.5989 -0.002
H -3.3835 3.0163 4.8525 0.001
H -4.3644 1.5712 5.1142 0.000
H -5.0671 2.9892 4.3349 -0.001
H -4.8507 0.4597 0.9643 0.002
H -5.9864 1.4644 1.8752 0.000
H -5.3849 -0.0428 2.5731 0.000
F 2.3485 -0.9296 -1.4213 0.005
Te 0.8990 0.0184 -2.2373 0.013
F 0.3335 0.8151 -3.8333 0.003
F 2.0725 1.4861 -2.0847 0.002
F 0.6029 -1.6216 -3.1311 0.003
F 2.6685 -0.2294 -3.8842 0.000
O -3.4247 -1.2714 -0.6818 0.001
C 5.9285 1.6278 -7.6909 0.000
C 4.9150 0.6815 -7.7822 0.000
C 4.4220 0.0836 -6.6344 0.000
C 4.9273 0.4302 -5.3780 0.000
C 5.9413 1.3867 -5.3029 0.000
C 6.4435 1.9803 -6.4529 0.000
Si 4.3227 -0.3795 -3.8370 0.000
C 4.6018 -2.2001 -3.6920 0.000
C 3.6140 -3.1210 -4.0487 0.000
C 3.8585 -4.4844 -3.9688 0.000
C 5.0928 -4.9441 -3.5311 0.000
C 6.0833 -4.0411 -3.1704 0.000
C 5.8373 -2.6789 -3.2505 0.000
H 6.3162 2.0915 -8.5888 0.000
H 4.5141 0.4088 -8.7497 0.000
H 3.6364 -0.6594 -6.7194 0.000
H 6.3418 1.6792 -4.3376 0.000
H 7.2314 2.7190 -6.3824 0.000
H 4.8043 0.3498 -2.6520 0.000
H 2.6435 -2.7738 -4.3845 0.000
H 3.0871 -5.1892 -4.2515 0.000
H 5.2842 -6.0079 -3.4722 0.000
H 7.0460 -4.3986 -2.8285 0.000
H 6.6209 -1.9843 -2.9638 0.000
```

No. 2
The following is a quantum chemistry calculation of a molecular structure, C33H52BrF5GeMoN2OSi4Te, from the Open Molecules 2025 dataset.

As for the expectation value of S²: 3.8166. The calculation puts the strongest force on any atom at 0.32 eV Å⁻¹. The calculation puts the energy at -220898.9103 eV. The charge is +1. The calculation puts the frontier orbital gap (spin up / spin down) at 0.2411 / 0.2735 Eh. The HOMO energy (spin up / spin down) is -10.07 / -10.49 eV. As for the spin multiplicity: 4.

XYZ file:
```
101
Properties=species:S:1:pos:R:3:mulliken_spin:R:1
Mo 0.4500 -1.2455 0.0973 3.200
Br 0.6167 -3.4926 -1.2642 0.035
C 0.4655 -2.6438 -2.9872 -0.036
C 0.2371 -3.4521 -4.0592 0.004
C 0.1993 -2.8704 -5.3405 -0.008
C 0.4215 -1.5292 -5.4771 0.011
C 0.6609 -0.7049 -4.3541 -0.006
C 0.9151 0.6805 -4.5081 0.042
C 1.1445 1.4600 -3.4188 -0.042
C 1.0970 0.8958 -2.1216 -0.173
C 0.8539 -0.4353 -1.8702 0.100
C 0.6628 -1.2450 -3.0407 -0.179
H 0.0947 -4.5161 -3.9323 0.000
H 0.0117 -3.4939 -6.2028 -0.001
H 0.4170 -1.0728 -6.4588 0.000
H 0.9311 1.1054 -5.5030 0.002
H 1.3478 2.5187 -3.5371 0.000
H 1.5122 2.6238 -1.3725 0.000
N -0.1553 0.6447 1.0517 0.007
C -0.6131 0.4595 2.4483 0.003
C -1.4778 -0.7769 2.5332 -0.015
N -0.7130 -1.9269 1.9929 -0.005
H 0.6293 1.2900 0.9970 -0.010
H -0.8965 1.0681 0.4934 0.016
H -1.1556 1.3359 2.8070 0.004
H 0.2761 0.3389 3.0626 -0.008
H -2.3768 -0.6555 1.9292 0.002
H -1.7954 -0.9525 3.5627 0.007
H -1.3585 -2.6899 1.8035 0.019
H -0.0519 -2.2667 2.6870 -0.013
C 5.1869 0.2970 3.0566 -0.010
Si 3.3264 0.1898 2.8530 0.034
C 2.5888 -0.2741 4.5253 -0.002
C 2.7297 1.9204 2.3800 0.005
Ge 2.8113 -1.4361 1.1718 -0.090
Si 3.1466 -3.5659 2.2289 0.048
C 1.6490 -4.0607 3.2631 0.006
C 3.4581 -4.9294 0.9752 0.000
C 4.6375 -3.4899 3.3642 -0.010
Si 4.4997 -1.2438 -0.5191 0.031
C 4.0824 -2.2644 -2.0364 0.012
C 6.1264 -1.8879 0.1637 -0.009
C 4.6887 0.5522 -1.0249 -0.002
H 5.4193 0.9942 3.8660 -0.001
H 5.6610 0.6738 2.1486 0.001
H 5.6398 -0.6644 3.3017 0.000
H 2.7464 0.5396 5.2381 0.000
H 3.0730 -1.1645 4.9337 0.000
H 1.5169 -0.4778 4.4933 0.001
H 1.6853 2.1092 2.6436 -0.002
H 2.8649 2.1251 1.3153 -0.001
H 3.3262 2.6552 2.9272 0.001
H 0.7806 -4.2730 2.6331 0.002
H 1.3845 -3.2922 3.9946 -0.002
H 1.8636 -4.9731 3.8244 0.001
H 2.5946 -5.1294 0.3401 -0.001
H 3.7002 -5.8567 1.5011 0.000
H 4.3008 -4.6902 0.3249 -0.001
H 4.5046 -2.7786 4.1823 0.002
H 5.5406 -3.2112 2.8195 0.000
H 4.8060 -4.4755 3.8060 -0.001
H 3.8745 -3.3053 -1.7822 -0.002
H 4.9353 -2.2537 -2.7204 0.001
H 3.2219 -1.8619 -2.5708 -0.002
H 6.0613 -2.9531 0.3934 0.001
H 6.4463 -1.3660 1.0666 0.000
H 6.9090 -1.7628 -0.5895 -0.001
H 3.7524 0.9377 -1.4331 0.001
H 5.4596 0.6455 -1.7938 0.000
H 4.9779 1.1857 -0.1840 0.000
F -3.0044 -2.3594 0.2891 0.003
Te -2.5366 -1.4137 -1.3139 0.023
F -3.2430 -0.5463 -2.8150 0.004
F -3.0786 -2.9957 -2.1749 0.002
F -3.0966 0.1167 -0.3198 0.002
F -4.9466 -1.4921 -1.1178 0.000
O 1.3009 1.7405 -1.0495 -0.003
C -10.1641 -2.0436 -2.0488 0.000
C -9.7904 -1.2623 -0.9663 0.000
C -8.5262 -1.4073 -0.4138 0.000
C -7.6238 -2.3363 -0.9364 0.000
C -8.0197 -3.1208 -2.0246 0.000
C -9.2798 -2.9751 -2.5788 0.000
Si -5.9354 -2.5121 -0.2258 0.000
C -5.8000 -1.9181 1.5206 0.000
C -5.4532 -0.5999 1.8242 0.000
C -5.3861 -0.1730 3.1434 0.000
C -5.6637 -1.0587 4.1759 0.000
C -6.0119 -2.3708 3.8903 0.000
C -6.0803 -2.7955 2.5710 0.000
H -11.1503 -1.9307 -2.4800 0.000
H -10.4840 -0.5428 -0.5517 0.000
H -8.2415 -0.7996 0.4374 0.000
H -7.3403 -3.8581 -2.4380 0.000
H -9.5768 -3.5878 -3.4192 0.000
H -5.3778 -3.8533 -0.4479 0.000
H -5.2327 0.0984 1.0271 0.000
H -5.1282 0.8552 3.3660 0.000
H -5.6181 -0.7234 5.2042 0.000
H -6.2330 -3.0610 4.6937 0.000
H -6.3509 -3.8250 2.3631 0.000
```